Molecular formula: C4H15N2O
Method: DFT, ωB97M-V/def2-TZVPD

Properties
orbital gap = 0.4147 hartree
energy = -9412.9063 eV
total charge = +1
LUMO energy = -2.8 eV

CARTESIAN COORDINATES (ANGSTROEM)
C 1.97084 -1.12519 0.62082
C 1.02017 -0.19358 -0.09832
C 0.20225 -0.98538 -1.22449
C -0.99952 -0.28888 -1.91292
N -2.15392 -0.27693 -0.94344
N -0.04959 0.33216 0.87741
H 2.92916 -1.07551 0.10736
H 1.57675 -2.14224 0.53899
H 2.06098 -0.86578 1.67643
H 1.41574 0.70996 -0.54118
H 0.86224 -1.50162 -1.91498
H -0.31396 -1.66426 -0.52674
H -1.26431 -0.89803 -2.77242
H -0.70499 0.66646 -2.35461
H -2.52755 -1.20671 -1.09104
H -2.83188 0.37267 -1.31830
H 0.13472 1.27070 1.27479
H -0.10482 -0.29971 1.68436
H -1.02189 0.10645 0.53212
H -0.16775 3.70052 2.07306
H -0.04382 2.59560 3.13537
O 0.01116 2.76930 2.17773

For reference, the Löwdin charges in units of e are:
1 C -0.040
2 C -0.303
3 C -0.133
4 C -0.229
5 N -0.010
6 N 0.174
7 H 0.098
8 H 0.092
9 H 0.088
10 H 0.142
11 H 0.125
12 H 0.107
13 H 0.109
14 H 0.118
15 H 0.089
16 H 0.086
17 H 0.096
18 H 0.157
19 H 0.118
20 H 0.067
21 H 0.084
22 O -0.036



Molecular formula: C24H65N4O10Zn
Method: DFT, ωB97M-V/def2-TZVPD

Properties
orbital gap = 0.2890 hartree
energy = -100790.9038 eV
total charge = +1
LUMO energy = -2.7 eV

CARTESIAN COORDINATES (ANGSTROEM)
Zn -1.70584 -17.49419 15.75497
O -0.12843 -18.17362 12.36311
C -0.68660 -17.96629 13.53512
O -1.51144 -18.79471 14.04923
O -0.41512 -16.92724 14.21806
H -0.68470 -18.88658 11.96190
C 2.70509 -15.95787 8.89533
C 1.48110 -16.47746 9.63437
C 0.63393 -17.43805 8.82988
O 2.02726 -17.19510 10.77148
H 3.06993 -16.69703 8.18273
H 3.50449 -15.76488 9.61215
H 2.53414 -15.00366 8.39557
H 0.92314 -15.64549 10.07546
H -0.05233 -17.98680 9.47922
H 1.25513 -18.20116 8.35599
H 0.09166 -16.92683 8.03214
H 1.26880 -17.51868 11.28889
C -3.66956 -20.94781 11.21453
C -2.17643 -21.14872 11.12613
C -1.66968 -22.30577 10.27359
O -1.51711 -19.92849 10.66859
H -4.06620 -20.85431 10.19297
H -3.90045 -19.99871 11.70524
H -4.22200 -21.77399 11.65515
H -1.73380 -21.35187 12.11288
H -2.26994 -23.19086 10.50322
H -0.62782 -22.48442 10.51873
H -1.80468 -22.12365 9.20760
H -2.20175 -19.29067 10.43404
C -2.18428 -20.26348 18.93497
C -1.68942 -19.09470 18.09108
C -0.25617 -19.33003 17.66953
O 0.08496 -18.19923 16.83492
C 1.48465 -18.01122 16.71307
N -2.55375 -19.02798 16.85714
H -3.09007 -20.01248 19.49371
H -1.49415 -20.55819 19.73129
H -2.37114 -21.14188 18.31779
H -1.73304 -18.18312 18.68723
H -0.20645 -20.15138 16.94520
H 0.43590 -19.43336 18.50032
H 1.94918 -18.92376 16.33845
H 1.92370 -17.73651 17.68029
H 1.69005 -17.18020 16.04451
H -2.53232 -19.95735 16.39146
H -3.48877 -19.08146 17.26658
C -5.27714 -21.66302 16.44075
C -4.91171 -21.16930 15.05911
C -5.64848 -19.86042 14.74544
O -6.99942 -20.12294 14.65004
C -7.79550 -19.02669 15.04640
N -3.47303 -20.99301 14.91368
H -5.06409 -22.72686 16.58727
H -6.35190 -21.55933 16.58704
H -4.71492 -21.18002 17.24547
H -5.24555 -21.92475 14.33641
H -5.28880 -19.49941 13.77000
H -5.27891 -19.17631 15.52715
H -8.84612 -19.22376 14.85743
H -7.51937 -18.13838 14.46305
H -7.65803 -18.79953 16.10871
H -2.98237 -21.87364 14.81832
H -3.17373 -20.42283 14.12720
C -1.92246 -13.43529 16.88010
C -1.12840 -14.54594 16.22093
C 0.36454 -14.28885 16.32795
O 0.73231 -14.34970 17.69345
C 2.12624 -14.32248 17.89044
N -1.41042 -15.87004 16.99167
H -2.98676 -13.43202 16.63760
H -1.51187 -12.44993 16.65967
H -1.86360 -13.50739 17.97088
H -1.30265 -14.70755 15.15853
H 0.63351 -13.28687 15.96821
H 0.93383 -14.96126 15.67287
H 2.63031 -15.16624 17.39293
H 2.33029 -14.37818 18.95431
H 2.59279 -13.43581 17.44312
H -2.09010 -15.65943 17.71643
H -0.51675 -15.92697 17.49344
C 4.82908 -17.62887 14.03723
C 4.74029 -18.82223 13.10812
C 3.37729 -19.53788 13.27614
O 3.35294 -20.36250 14.42404
C 2.31496 -21.31229 14.40451
N 4.90094 -18.39774 11.71371
H 4.00291 -16.94222 13.83607
H 5.76555 -17.09121 13.90201
H 4.77630 -18.01368 15.05628
H 5.49260 -19.58689 13.31734
H 3.23819 -20.15077 12.37592
H 2.61726 -18.74019 13.27114
H 2.20420 -21.64339 15.43745
H 2.55686 -22.17692 13.78100
H 1.38820 -20.84422 14.05347
H 4.86123 -19.21948 11.12241
H 4.15447 -17.77243 11.41517
C 2.12713 -14.34962 12.71627
O 0.83172 -14.54979 13.30453
H 2.69259 -15.27609 12.66490
H 1.99600 -13.97018 11.69520
H 2.65304 -13.55548 13.24597
H 0.62453 -15.49301 13.23567

Results of the Löwdin charge analysis, in e, for atoms 1 through 99:
1 Zn 0.818
2 O 0.127
3 C -0.707
4 O -0.043
5 O -0.042
6 H 0.103
7 C -0.044
8 C -0.461
9 C -0.043
10 O -0.105
11 H 0.081
12 H 0.077
13 H 0.081
14 H 0.129
15 H 0.054
16 H 0.089
17 H 0.088
18 H 0.039
19 C -0.049
20 C -0.462
21 C -0.041
22 O -0.075
23 H 0.098
24 H 0.071
25 H 0.087
26 H 0.124
27 H 0.087
28 H 0.081
29 H 0.088
30 H 0.095
31 C -0.046
32 C -0.379
33 C -0.136
34 O -0.285
35 C -0.048
36 N 0.032
37 H 0.091
38 H 0.092
39 H 0.086
40 H 0.140
41 H 0.146
42 H 0.143
43 H 0.094
44 H 0.105
45 H 0.083
46 H 0.065
47 H 0.092
48 C -0.045
49 C -0.423
50 C -0.240
51 O -0.164
52 C -0.090
53 N 0.039
54 H 0.086
55 H 0.086
56 H 0.058
57 H 0.139
58 H 0.123
59 H 0.122
60 H 0.093
61 H 0.092
62 H 0.090
63 H 0.097
64 H 0.044
65 C -0.042
66 C -0.322
67 C -0.212
68 O -0.197
69 C -0.086
70 N 0.048
71 H 0.085
72 H 0.094
73 H 0.088
74 H 0.123
75 H 0.143
76 H 0.105
77 H 0.083
78 H 0.095
79 H 0.099
80 H 0.096
81 H 0.088
82 C -0.056
83 C -0.428
84 C -0.214
85 O -0.192
86 C -0.115
87 N 0.045
88 H 0.060
89 H 0.081
90 H 0.077
91 H 0.142
92 H 0.124
93 H 0.114
94 H 0.084
95 H 0.092
96 H 0.079
97 H 0.070
98 H 0.043
99 C -0.123



Look up the total charge of the first one. +1



Which value of energy does entry 1 give? -9412.9063 eV